No. 1
Below is C3H3F6NS as an isolated structure in a non-equilibrium geometry, with properties calculated with ωB97M-V with the def2-TZVPD basis set.

Positions of all 14 atoms, in Å:
C: 2.69884 -0.21975 0.01480
C: -1.20255 -1.14693 -0.16175
C: -1.72359 1.49029 0.16370
N: 1.51855 -0.86934 -0.11861
F: -2.45242 -1.04057 0.25132
F: -0.78063 -2.32856 0.28403
F: -1.12397 -1.22065 -1.46716
F: -2.52748 1.46918 1.17842
F: -1.24929 2.69629 0.03259
F: -2.28961 1.16561 -1.00401
S: -0.27347 0.28417 0.47832
H: 2.77795 0.74902 0.61773
H: 3.21537 -0.18989 -0.91310
H: 3.41230 -0.83886 0.64372

Orbital gap (alpha / beta) in eV: 8.14 / 8.12
Highest occupied orbital energy (alpha / beta) in eV: -9.6 / -9.1
Molar mass in g/mol: 199.12

Atomic charges from the Löwdin analysis, expressed in e, are listed below:
1 C -0.29
2 C -0.92
3 C -0.88
4 N -0.06
5 F 0.11
6 F 0.11
7 F 0.13
8 F 0.15
9 F 0.14
10 F 0.11
11 S 1.12
12 H 0.10
13 H 0.06
14 H 0.11


No. 2
Below is the molecule C20H16F3N3O2 in a non-equilibrium geometry, with properties calculated with ωB97M-V with the def2-TZVPD basis set.

Positions of all 44 atoms, in Å:
O: -4.49915 -0.32797 1.84606
C: -3.31992 -0.39632 1.57236
C: -2.31557 -0.76018 2.64062
C: -1.63911 0.21802 3.35948
F: -1.76685 1.50305 2.97153
C: -0.82239 -0.07807 4.43444
C: -0.67471 -1.40051 4.81701
C: -1.32614 -2.40745 4.12638
C: -2.13825 -2.07408 3.05676
F: -2.75226 -3.05585 2.37648
N: -2.82075 -0.17303 0.34061
C: -3.69542 0.29424 -0.71460
C: -3.33262 1.73090 -1.08653
C: -1.86272 1.81459 -1.48850
C: -0.98560 1.27330 -0.34682
C: 0.43727 1.28564 -0.75709
N: 1.11846 0.30938 -1.27041
C: 2.34917 0.86923 -1.49347
C: 3.45969 0.13945 -2.07003
C: 4.67814 0.77907 -2.29528
C: 5.73371 0.08078 -2.84592
C: 5.55528 -1.25547 -3.16512
F: 6.58384 -1.93928 -3.70264
C: 4.35515 -1.91110 -2.95004
C: 3.30355 -1.20550 -2.39923
N: 2.39804 2.12479 -1.12825
O: 1.15972 2.40635 -0.64637
C: -1.42433 -0.15889 -0.00593
H: -0.32051 0.72082 4.95586
H: -0.04535 -1.64724 5.65716
H: -1.21947 -3.44312 4.40565
H: -4.72030 0.23143 -0.34580
H: -3.58198 -0.36334 -1.58297
H: -3.96459 2.06627 -1.90888
H: -3.51527 2.37831 -0.22702
H: -1.58622 2.84720 -1.70726
H: -1.68789 1.21510 -2.38531
H: -1.10424 1.92126 0.52722
H: 4.77765 1.82013 -2.03328
H: 6.68601 0.55185 -3.03091
H: 4.25916 -2.95259 -3.21291
H: 2.35345 -1.68193 -2.21644
H: -0.82397 -0.55598 0.81384
H: -1.26268 -0.79324 -0.88443

SMILES string: O=C(c1c(F)cccc1F)N1CCC[C@H](c2nc(-c3ccc(F)cc3)no2)C1
Orbital gap in eV: 9.69
Highest occupied orbital energy in eV: -9.1
Molar mass in g/mol: 387.36

Atomic charges from the Löwdin analysis, expressed in e, are listed below:
1 O 0.10
2 C -0.40
3 C -0.02
4 C -0.22
5 F 0.08
6 C 0.00
7 C -0.06
8 C 0.00
9 C -0.21
10 F 0.10
11 N -0.03
12 C -0.13
13 C -0.15
14 C -0.14
15 C -0.20
16 C -0.31
17 N 0.22
18 C -0.30
19 C -0.17
20 C -0.01
21 C 0.00
22 C -0.27
23 F 0.06
24 C 0.00
25 C -0.02
26 N 0.14
27 O 0.06
28 C -0.09
29 H 0.12
30 H 0.11
31 H 0.12
32 H 0.12
33 H 0.13
34 H 0.12
35 H 0.12
36 H 0.12
37 H 0.13
38 H 0.15
39 H 0.11
40 H 0.12
41 H 0.12
42 H 0.11
43 H 0.14
44 H 0.14


No. 3
Below is a 2-piece molecular cluster, C2H2ClIO2S overall in a non-equilibrium geometry, with properties calculated with ωB97M-V with the def2-TZVPD basis set.

Positions of all 9 atoms, in Å:
C: -1.25812 -0.41255 0.37945
C: 2.16166 -0.44530 0.28540
O: -1.27338 0.55165 -0.65102
O: 3.24313 -0.37727 -0.04042
S: -0.15117 1.24302 -1.49879
Cl: 0.63195 2.37755 0.01359
I: -0.50186 -2.40689 -0.30656
H: -2.27965 -0.41885 0.61860
H: -0.57256 -0.11136 1.19975

Orbital gap in eV: 8.93
Highest occupied orbital energy in eV: -9.2
Molar mass in g/mol: 252.46

Atomic charges from the Löwdin analysis, expressed in e, are listed below:
1 C -0.60
2 C -0.12
3 O -0.76
4 O 0.04
5 S 0.51
6 Cl 0.15
7 I 0.68
8 H 0.05
9 H 0.04


No. 4
Below is a 9-piece molecular cluster, C14H46O16 overall in a non-equilibrium geometry, with properties calculated with ωB97M-V with the def2-TZVPD basis set.

Positions of all 76 atoms, in Å:
O: -1.37277 -1.99827 -3.77219
C: -0.42356 -2.68205 -2.93455
C: -0.98797 -3.04944 -1.55982
O: -0.08503 -3.73669 -0.74095
H: -1.13338 -2.31418 -4.64654
H: -0.13729 -3.63723 -3.37476
H: 0.43478 -2.02649 -2.78767
H: -1.93149 -3.54286 -1.79308
H: -1.39834 -2.23419 -0.96395
H: -0.15156 -4.65176 -1.02349
O: -1.96209 0.48016 -2.53357
C: -1.58718 1.56713 -3.31242
C: -2.77214 2.18955 -4.12550
O: -3.54842 2.89952 -3.17277
H: -1.73950 -0.30872 -3.03329
H: -0.94418 2.24179 -2.74720
H: -0.91929 1.33792 -4.14276
H: -3.34494 1.36134 -4.54269
H: -2.56318 2.88267 -4.94038
H: -3.70286 2.26267 -2.47122
O: 2.17260 0.27916 3.29001
C: 2.06537 1.60529 3.71219
C: 1.13155 2.31229 2.78858
O: 1.67344 2.35055 1.40924
H: 1.33230 -0.15089 3.46477
H: 1.66568 1.56401 4.72543
H: 3.03960 2.09370 3.73313
H: 1.10543 3.36050 3.08637
H: 0.13147 1.88451 2.71839
H: 1.66729 1.47817 1.00860
O: 0.69920 -1.49166 4.57226
C: -0.38794 -2.30924 4.24598
C: -0.48177 -2.58578 2.72976
O: -0.89888 -1.39487 2.08748
H: 0.70633 -1.24867 5.50097
H: -0.23436 -3.21158 4.83783
H: -1.28638 -1.81851 4.62031
H: -1.19209 -3.39484 2.55949
H: 0.44845 -2.95151 2.29499
H: -0.55682 -1.34414 1.19193
O: 2.76081 -3.91582 -0.05040
C: 3.52454 -3.10386 0.85881
C: 3.06717 -1.58001 0.86879
O: 3.57743 -1.02087 -0.30739
H: 1.84004 -3.64752 -0.09291
H: 3.18883 -3.56378 1.78826
H: 4.59851 -3.08126 0.67394
H: 3.56219 -1.07199 1.69643
H: 2.01351 -1.31087 0.79486
H: 4.52734 -1.05262 -0.17225
O: -2.57412 0.83976 1.37131
C: -3.05888 1.78711 2.33572
C: -3.91977 2.92849 1.83674
O: -5.03229 2.43544 1.16070
H: -1.66687 0.58798 1.55869
H: -3.49272 1.24035 3.17293
H: -2.14657 2.16051 2.80087
H: -3.48489 3.57533 1.07478
H: -4.05095 3.64393 2.64854
H: -5.75727 2.32858 1.78084
O: 4.20297 3.01485 -2.50294
C: 4.02584 1.74940 -3.08557
C: 2.64611 1.07106 -2.94696
O: 2.22465 0.92949 -1.65712
H: 3.39253 3.24525 -2.04283
H: 4.38377 1.84798 -4.11040
H: 4.81913 1.05562 -2.80730
H: 2.55198 0.15661 -3.53265
H: 1.93873 1.77830 -3.38000
H: 2.73483 0.17469 -1.35446
O: -0.09283 0.41098 -0.28231
H: -0.92905 0.51637 -0.73604
H: 0.56105 0.71988 -0.90941
O: -4.35448 0.97695 -1.13550
H: -3.44582 0.73639 -0.95465
H: -4.66553 1.36999 -0.32002

SMILES string: OCCO.OCCO.OCCO.OCCO.OCCO.OCCO.OCCO.O.O
Orbital gap in eV: 9.35
Highest occupied orbital energy in eV: -9.0
Molar mass in g/mol: 470.51

Atomic charges from the Löwdin analysis, expressed in e, are listed below:
1 O -0.06
2 C -0.20
3 C -0.25
4 O -0.05
5 H 0.10
6 H 0.13
7 H 0.12
8 H 0.13
9 H 0.12
10 H 0.11
11 O -0.07
12 C -0.25
13 C -0.21
14 O -0.08
15 H 0.05
16 H 0.12
17 H 0.11
18 H 0.11
19 H 0.12
20 H 0.02
21 O -0.09
22 C -0.26
23 C -0.19
24 O -0.08
25 H 0.04
26 H 0.12
27 H 0.13
28 H 0.12
29 H 0.10
30 H 0.04
31 O -0.08
32 C -0.22
33 C -0.20
34 O -0.07
35 H 0.11
36 H 0.12
37 H 0.12
38 H 0.12
39 H 0.11
40 H 0.05
41 O -0.09
42 C -0.18
43 C -0.20
44 O -0.09
45 H 0.03
46 H 0.11
47 H 0.12
48 H 0.11
49 H 0.11
50 H 0.10
51 O -0.07
52 C -0.21
53 C -0.24
54 O -0.06
55 H 0.03
56 H 0.12
57 H 0.10
58 H 0.13
59 H 0.12
60 H 0.11
61 O -0.04
62 C -0.25
63 C -0.26
64 O -0.07
65 H 0.08
66 H 0.11
67 H 0.11
68 H 0.12
69 H 0.12
70 H 0.05
71 O -0.04
72 H 0.01
73 H 0.00
74 O -0.05
75 H 0.00
76 H 0.00